1.
C10H15N6O3P | ωB97M-V/def2-TZVPD

Each line ends with the Mulliken charge.
Element x y z (Å)
O (0.553, -2.641, 0.066)  -0.715
P (0.617, -1.602, -1.049)  0.661
C (0.743, 0.074, -0.197)  0.355
C (2.037, 0.658, 0.097)  -0.379
C (2.087, 1.975, 0.810)  -0.520
C (0.841, 2.617, 1.151)  -0.416
C (-0.517, 2.056, 0.830)  0.419
N (-1.619, 2.817, 1.199)  -0.541
C (-2.754, 2.161, 0.843)  -0.420
C (-2.834, 0.825, 0.189)  -0.126
N (-1.743, 0.105, -0.169)  -0.362
C (-0.558, 0.752, 0.151)  0.255
H (-0.605, -1.704, -1.779)  0.069
H (1.689, -1.830, -1.944)  0.004
H (2.978, 0.139, -0.204)  0.356
H (3.055, 2.470, 1.078)  0.337
H (0.886, 3.599, 1.694)  0.347
H (-3.727, 2.676, 1.069)  0.331
H (-3.846, 0.395, -0.025)  0.378
C (-3.697, 0.156, 4.149)  0.586
O (-4.678, 0.786, 3.785)  -0.657
N (-3.727, -0.701, 5.207)  -0.397
N (-2.493, 0.257, 3.529)  -0.329
H (-2.933, -1.227, 5.522)  0.162
H (-4.602, -0.802, 5.691)  0.232
H (-2.436, 0.881, 2.742)  0.229
H (-1.674, -0.251, 3.809)  0.177
C (3.276, -1.630, -4.407)  0.634
O (2.526, -1.170, -3.557)  -0.649
N (3.161, -2.902, -4.874)  -0.376
N (4.288, -0.909, -4.956)  -0.408
H (3.765, -3.298, -5.569)  0.166
H (2.423, -3.466, -4.490)  0.214
H (4.403, 0.037, -4.635)  0.220
H (4.914, -1.266, -5.654)  0.163

Cartesian forces (eV/Å) of the 3 atoms listed first:
0.28 1.01 -1.31
-0.57 -1.63 3.11
0.75 1.51 -0.37

Output
orbital gap = 8.15 eV
LUMO energy = -0.6545 eV
electronic energy = -1285.695226 hartree

2.
C21H27MnNO3S4Si | ωB97M-V/def2-TZVPD

Each line ends with the Mulliken charge.
Element x y z (Å)
Mn (-0.238, 0.439, -0.665)  0.433
C (-3.470, 0.006, -0.268)  -0.112
C (-3.150, -0.950, -1.409)  -0.810
S (-1.425, -0.990, -2.041)  -0.060
C (-1.420, -0.065, -3.604)  -0.832
C (-1.625, 1.430, -3.480)  -0.687
S (-0.484, 2.157, -2.250)  0.063
C (-1.523, 3.295, -1.268)  -0.875
C (-2.355, 2.667, -0.159)  -0.185
S (-3.783, 1.719, -0.760)  -0.071
H (-2.723, -0.029, 0.526)  -0.255
H (-4.400, -0.350, 0.181)  0.518
H (-3.763, -0.741, -2.287)  0.491
H (-3.335, -1.983, -1.111)  0.525
H (-2.204, -0.505, -4.225)  0.568
H (-0.466, -0.317, -4.069)  0.393
H (-2.637, 1.670, -3.159)  0.337
H (-1.417, 1.917, -4.433)  0.527
H (-2.152, 3.800, -2.004)  0.550
H (-0.824, 4.034, -0.873)  0.388
H (-2.738, 3.484, 0.457)  0.512
H (-1.763, 2.049, 0.530)  -0.118
O (1.967, -1.760, 4.403)  -0.616
S (0.559, -1.848, 4.188)  1.182
O (-0.376, -1.835, 5.257)  -0.617
N (0.175, -0.609, 3.095)  -0.490
C (-0.103, -1.127, 1.967)  0.108
O (-0.344, -0.319, 0.927)  -0.277
C (-0.131, -2.599, 1.825)  0.720
C (-0.417, -3.405, 0.737)  0.276
C (-0.359, -4.783, 0.912)  -1.024
C (-0.020, -5.331, 2.146)  -0.531
C (0.273, -4.524, 3.240)  -0.733
C (0.208, -3.160, 3.051)  -0.189
H (-0.679, -2.987, -0.226)  0.414
H (-0.580, -5.438, 0.082)  0.446
H (0.018, -6.405, 2.254)  0.432
H (0.533, -4.953, 4.197)  0.484
C (2.726, -1.416, -0.388)  -0.830
Si (2.253, 0.247, -1.005)  0.510
C (2.705, 0.570, -2.759)  -1.043
C (2.045, 1.666, 0.122)  0.377
C (2.028, 2.997, -0.376)  -0.473
C (2.032, 4.066, 0.494)  -0.723
C (2.031, 3.834, 1.870)  -0.419
C (2.029, 2.545, 2.387)  -0.750
C (2.026, 1.466, 1.524)  -0.122
H (3.819, -1.446, -0.321)  0.447
H (2.425, -2.198, -1.085)  0.361
H (2.331, -1.648, 0.598)  0.182
H (3.798, 0.623, -2.803)  0.424
H (2.314, 1.504, -3.158)  0.362
H (2.407, -0.258, -3.404)  0.383
H (2.046, 3.182, -1.443)  0.516
H (2.049, 5.079, 0.118)  0.528
H (2.035, 4.678, 2.548)  0.444
H (2.030, 2.383, 3.456)  0.518
H (2.036, 0.472, 1.939)  0.421

Cartesian forces (eV/Å) of the 3 atoms listed first:
0.39 0.71 0.35
0.01 -0.04 0.11
-0.03 -0.01 -0.13

Output
spin multiplicity = 4
orbital gap (alpha / beta) = 5.95 / 7.06 eV
LUMO energy (alpha / beta) = -8.6980 / -7.5794 eV
energy relative to the best compared isomer or geometry (same formula, charge and spin) = 1.418 eV
net charge = +2
⟨S²⟩ = 3.922
electronic energy = -4129.546796 hartree

no.,strongest force on any atom (eV Å⁻¹)
1,3.74
2,0.89